Entry 1:
C2H4Si | wB97M-V/def2-TZVPD

Bonds (Å) are listed after each position.
Geometry (Å):
1 C 1.6783 -1.3367 -1.5595  C2 1.199, H4 1.023
2 C 0.9398 -0.5351 -1.0587  C1 1.199
3 Si -1.0469 0.8598 0.9573  H5 1.498, H6 1.616, H7 1.396
4 H 2.4919 -1.8875 -1.8439  C1 1.023
5 H -1.9509 -0.2871 0.6218  Si3 1.498
6 H -1.6630 2.3242 0.6640  Si3 1.616
7 H -0.4492 0.8625 2.2190  Si3 1.396

Results
E_HOMO: -9.17 eV
F_max: 3.72 eV/A
LUMO level: -0.0776 Ha
Gap between HOMO and LUMO: 7.1 eV



Entry 2:
C6H10N2 | wB97M-V/def2-TZVPD

Bonds (Å) are listed after each position.
Geometry (Å):
1 C 2.0567 0.9039 0.2784  C2 1.381, C6 1.459, H7 1.208
2 C 1.1092 1.3980 -0.5965  C1 1.381, C3 1.361, H8 1.097
3 C 0.2096 0.4428 -0.9573  C2 1.361, N4 1.399, H9 1.093
4 N 0.3907 -0.9434 -0.9154  C3 1.399, C5 1.511
5 C 1.5957 -1.4422 -0.1519  N4 1.511, C6 1.376, H10 1.178
6 C 2.4150 -0.5019 0.4292  C1 1.459, C5 1.376, H11 1.306
7 H 2.8994 1.6665 0.6885  C1 1.208
8 H 0.7894 2.4365 -0.7488  C2 1.097
9 H -0.5909 0.6528 -1.6707  C3 1.093
10 H 1.9287 -2.5573 -0.3337  C5 1.178
11 H 3.5076 -1.0510 0.8880  C6 1.306
12 C -2.2421 0.0299 0.8992  N13 1.533, H14 1.104, H15 1.026, H16 1.164
13 N -2.4321 -0.1703 -0.6091  C12 1.533, H17 1.187, H18 1.090
14 H -2.9907 0.6934 1.3654  C12 1.104
15 H -2.0725 -0.7518 1.5420  C12 1.026
16 H -1.2848 0.6872 0.9727  C12 1.164
17 H -1.7892 -1.1677 -0.6286  N13 1.187
18 H -3.4999 -0.3253 -0.4512  N13 1.090

Results
E_HOMO: -9.39 eV
F_max: 5.83 eV/A
LUMO level: 0.0160 Ha
SMILES: c1ccncc1.CN
Gap between HOMO and LUMO: 9.8 eV



Entry 3:
C3H5F2N | wB97M-V/def2-TZVPD

Bonds (Å) are listed after each position.
Geometry (Å):
1 C -1.6515 0.4309 0.1820  C2 1.336, H7 1.077, H8 1.076
2 C -0.7401 0.5008 -0.7925  C1 1.336, C3 1.798, H9 1.070
3 C 0.9339 0.1822 -0.2195  C2 1.798, N4 1.489, F5 1.409, F6 1.380
4 N 0.9815 -1.1721 0.3986  C3 1.489, H10 0.990, H11 1.052
5 F 1.8145 0.3847 -1.3000  C3 1.409
6 F 1.2779 1.1058 0.7458  C3 1.380
7 H -2.6457 0.5333 -0.2197  C1 1.077
8 H -1.3311 0.1686 1.1756  C1 1.076
9 H -0.8632 0.4809 -1.8548  C2 1.070
10 H 1.8922 -1.4603 0.6584  N4 0.990
11 H 0.3317 -1.1549 1.2261  N4 1.052

Results
E_HOMO: -10.33 eV
F_max: 5.26 eV/A
LUMO level: 0.0372 Ha
SMILES: C=CC(N)(F)F
Gap between HOMO and LUMO: 11.3 eV